Entry 1:
ORCA calculation (ωB97M-V with the def2-TZVPD basis set) on C6H10OS as an isolated structure in a non-equilibrium geometry.

**HOMO level**: -8.58 eV
**Net charge**: 0
**HOMO-LUMO gap**: 8.9 eV
**Energy above the lowest of the compared OMol25 structures with the same formula, charge and spin**: 158.9 kcal per mole
**Lowest unoccupied orbital energy**: 0.34 eV

Geometry as XYZ:
```
18
C6H10OS, DFT ωB97M-V with the def2-TZVPD basis set
C -1.593 0.564 1.778
C -0.868 0.806 0.382
C 0.561 0.320 0.048
C 1.504 -0.853 0.000
C 1.598 -1.018 -1.545
C -0.823 -0.265 -0.698
H -2.710 1.102 1.639
H -1.584 -0.611 1.919
H -1.016 1.081 2.802
H -1.577 1.918 -1.074
H 0.909 1.104 -0.582
H 2.301 -0.438 0.478
H 1.315 -1.700 0.723
H 2.293 -0.275 -1.837
H 1.958 -1.997 -1.949
H -1.196 -1.155 0.015
O -1.054 2.203 0.088
S -0.016 -0.785 -2.187
```

natural (NBO) population analysis, charges in e, atoms 1 to 5: -0.642, 0.281, -0.220, -0.422, -0.572

Entry 2:
ORCA calculation (ωB97M-V with the def2-TZVPD basis set) on a single C5H4O2 molecule in a non-equilibrium geometry.

**HOMO level**: -9.15 eV
**Net charge**: 0
**SMILES string**: O=c1cccco1
**HOMO-LUMO gap**: 8.9 eV
**Energy above the lowest of the compared OMol25 structures with the same formula, charge and spin**: 47.6 kcal per mole
**Lowest unoccupied orbital energy**: -0.21 eV

Geometry as XYZ:
```
11
C5H4O2, DFT ωB97M-V with the def2-TZVPD basis set
O 1.751 1.375 -1.597
C 0.946 0.828 -0.836
C 0.023 -0.031 -1.314
C -0.827 -0.733 -0.495
C -0.861 -0.400 1.023
C 0.271 0.302 1.534
O 1.176 0.804 0.609
H 0.230 -0.553 -2.407
H -1.594 -1.371 -0.749
H -1.655 -0.568 1.750
H 0.539 0.347 2.482
```

natural (NBO) population analysis, charges in e, atoms 1 to 5: -0.544, 0.703, -0.341, -0.091, -0.346